[1]
Here is C31H38BeNOPSi as an isolated structure from OMol25. Energies are from ωB97M-V/def2-TZVPD.

total energy: -1979.6352 a.u.
LUMO: 0.017 Eh
highest occupied orbital energy: -6.2 eV

Structure (XYZ):
```
74
Properties=species:S:1:pos:R:3:mulliken_charge:R:1
C -3.4487 -0.1243 -4.1600 -0.932
C -3.1936 1.0282 -3.4074 -1.047
C -2.4549 0.9312 -2.2121 0.942
C -1.9625 -0.3022 -1.7839 0.798
C -2.1975 -1.4414 -2.5432 1.211
C -2.9600 -1.3530 -3.7332 -0.862
C -2.1939 2.2354 -1.4777 -0.617
C -2.3755 2.3040 0.0450 -0.863
N -2.5242 0.9726 0.7196 0.255
Be -1.1703 -0.2051 -0.1891 -1.565
C -1.6937 -2.8234 -2.1101 -1.039
P -1.6753 -3.0764 -0.3401 0.766
H -3.5421 1.9991 -3.7460 0.407
H -3.1670 -2.2636 -4.2929 0.400
H -4.0327 -0.0538 -5.0830 0.357
H -0.6653 -3.0141 -2.4718 0.443
H -2.3366 -3.6301 -2.5198 0.396
H -1.1503 2.5630 -1.6832 0.261
H -2.8429 3.0279 -1.9019 0.381
H -1.5000 2.8084 0.4964 0.212
C -0.7809 -4.4197 0.3352 -1.152
C -3.3481 -2.9890 0.2683 -1.180
H -3.2683 2.9054 0.3061 0.523
C -3.9088 0.5042 0.6414 -1.220
C -2.1440 1.1005 2.1440 -0.848
H -0.7522 -1.7504 0.1094 0.430
H -4.6084 1.2142 1.1082 0.379
H -4.2030 0.3792 -0.4123 0.349
H -3.9921 -0.4604 1.1433 0.254
H -2.8481 1.7304 2.6939 0.431
H -2.1220 0.0996 2.5881 0.295
H -1.1363 1.5561 2.2131 -0.010
H -3.8207 -3.9818 0.0547 0.453
H -3.3692 -2.8004 1.3613 0.309
H -3.9434 -2.1920 -0.2202 0.291
H -1.2997 -5.3635 0.0653 0.372
H 0.2678 -4.4122 -0.0033 0.335
H -0.7825 -4.3169 1.4395 0.353
H -1.4765 -1.3886 0.5411 -0.178
O 0.1767 0.4573 -0.0475 0.953
Si 1.7186 0.5817 0.4492 -1.361
C 2.1157 -0.7124 1.7260 0.385
C 3.1369 -1.6403 1.4989 -0.479
C 3.4728 -2.5863 2.4716 -0.749
C 2.7608 -2.6240 3.6702 -0.458
C 1.7356 -1.7141 3.9096 -0.842
C 1.4044 -0.7647 2.9310 0.419
C 2.8167 0.4039 -1.0381 0.306
C 3.7732 1.3868 -1.3252 -0.369
C 4.6109 1.2565 -2.4387 -0.696
C 4.5022 0.1285 -3.2608 -0.495
C 3.5233 -0.8366 -3.0057 -0.667
C 2.6665 -0.6824 -1.9077 0.055
C 1.9383 2.2605 1.2025 0.305
C 1.4169 3.3761 0.5387 0.101
C 1.6341 4.6634 1.0478 -0.808
C 2.3507 4.8243 2.2379 -0.447
C 2.8179 3.7114 2.9369 -0.692
C 2.6082 2.4286 2.4180 -0.436
H 3.6934 -1.5946 0.5610 0.384
H 4.2715 -3.2988 2.2726 0.391
H 3.0253 -3.3601 4.4314 0.375
H 1.1794 -1.7352 4.8510 0.399
H 0.6026 -0.0568 3.1229 0.460
H 3.8590 2.2547 -0.6763 0.366
H 5.3531 2.0262 -2.6478 0.384
H 5.1738 0.0080 -4.1073 0.365
H 3.4257 -1.7137 -3.6494 0.389
H 1.8798 -1.4207 -1.7221 0.387
H 0.8572 3.2526 -0.3873 0.466
H 1.2601 5.5291 0.5026 0.401
H 2.5367 5.8218 2.6260 0.363
H 3.3588 3.8238 3.8741 0.383
H 2.9665 1.5482 2.9518 0.375
```


[2]
Here is C31H38CaNO2 as an isolated structure from OMol25. Energies are from ωB97M-V/def2-TZVPD.

total charge: -1
total energy: -2086.8362 a.u.
LUMO: 0.079 Eh
highest occupied orbital energy: -2.9 eV

Structure (XYZ):
```
73
Properties=species:S:1:pos:R:3:mulliken_charge:R:1
O 0.2582 2.6092 -2.1965 -0.152
C -0.9229 2.6789 -3.0952 -0.603
C -0.4696 3.8443 -3.9168 -0.915
H -1.8435 2.9501 -2.5947 0.313
H -1.0530 1.7758 -3.6799 0.335
C 0.7304 3.7767 -2.9725 1.506
H -1.0714 4.7313 -3.6907 0.269
H -0.2310 3.6404 -4.9615 0.343
C 0.6899 5.1258 -2.3065 -1.757
H -0.3138 5.4023 -1.9496 0.321
H 0.8651 5.8054 -3.1534 0.535
H 1.4775 5.3203 -1.5611 0.362
C 2.0786 3.6618 -3.6521 -1.661
H 2.2482 2.7595 -4.2601 0.375
H 2.9212 3.7417 -2.9306 0.305
H 2.1384 4.5461 -4.3124 0.445
Ca 1.1739 0.5107 -0.3011 1.364
C 3.3747 -1.7164 0.3596 -0.276
C 2.2832 -2.5808 0.1253 -0.284
C 1.8222 -2.3846 -1.2083 -0.445
H 1.8973 -3.3396 0.7954 0.423
C 2.5938 -1.3328 -1.7823 -0.964
C 3.5130 -0.8765 -0.7785 -0.996
H 4.2287 -0.0671 -0.8998 0.389
H 4.0646 -1.7630 1.2049 0.664
H 1.0682 -3.0003 -1.6998 0.438
H 2.5534 -1.0105 -2.8248 0.490
C 1.9874 1.3446 2.1787 0.197
C 2.7164 1.9278 1.1202 -1.537
C 1.8247 2.8086 0.4258 -0.690
H 3.7730 1.7674 0.9365 0.392
C 0.5562 2.7607 1.0863 -0.252
C 0.6697 1.8511 2.1586 -0.585
H -0.0941 1.6462 2.9054 0.368
H 2.3953 0.6881 2.9382 0.568
H 2.0840 3.4924 -0.3817 0.312
H -0.2944 3.4103 0.8748 0.395
O -4.2871 0.2323 -2.7181 -0.491
C -3.1402 -0.1554 -1.8454 0.534
C -2.6957 -1.5962 -2.1657 -0.286
H -3.4452 -0.1322 -0.7791 0.247
H -2.3369 0.6029 -1.9269 -0.524
C -4.0710 -2.1629 -2.5365 -0.493
H -2.2489 -2.0622 -1.2909 0.099
H -1.9815 -1.6632 -2.9964 0.330
C -4.7537 -1.0149 -3.3044 -0.553
H -4.6495 -2.2587 -1.5916 0.165
H -4.0858 -3.1274 -3.0521 0.427
H -5.8968 -1.1067 -3.3601 0.277
H -4.4963 -0.9817 -4.3847 0.268
C -3.0700 -3.2611 1.4535 -0.818
C -2.7755 -1.9936 0.9328 -0.661
C -1.4901 -1.4709 1.0381 -0.036
C -0.5490 -2.0815 1.9064 -0.505
C -0.9020 -3.3086 2.5209 -0.053
C -2.1502 -3.8713 2.3049 -0.713
N 0.6233 -1.4065 2.1846 0.741
C 1.0966 -1.5183 3.4798 -0.098
C 0.2058 -1.5607 4.5900 -0.379
C 0.6602 -1.7465 5.8910 -0.557
C 2.0278 -1.9375 6.1450 -0.525
C 2.9253 -1.9313 5.0649 -0.549
C 2.4830 -1.6675 3.7714 -0.186
H -3.9975 -3.7810 1.2127 0.342
H -3.5513 -1.4079 0.4425 0.676
H -1.1916 -0.5423 0.5331 0.114
H -0.1774 -3.7893 3.1792 0.487
H -2.3956 -4.7771 2.8443 0.369
H -0.8588 -1.4303 4.3928 0.412
H -0.0638 -1.7942 6.7023 0.343
H 2.3718 -2.0929 7.1690 0.318
H 3.9806 -2.1588 5.2397 0.361
H 3.1935 -1.5502 2.9532 -0.077
```


[3]
Here is C31H38F18GaO9S as an isolated structure from OMol25. Energies are from ωB97M-V/def2-TZVPD.

total charge: -1
total energy: -6001.5909 a.u.
LUMO: 0.067 Eh
highest occupied orbital energy: -6.0 eV

Structure (XYZ):
```
98
Properties=species:S:1:pos:R:3:mulliken_charge:R:1
C -0.5094 -2.7228 4.2087 -0.798
C -1.3711 -1.4051 3.8549 -0.224
C -1.2684 -0.2160 4.9746 -0.458
C -1.4099 1.1659 4.1752 -0.153
C -1.0350 2.4810 5.0258 -0.472
C 0.3549 3.0666 4.4680 -0.694
C 0.2199 4.3389 3.4950 -0.669
Ga -1.1644 4.0849 1.9629 -0.209
C -2.6953 5.4900 2.2515 -0.356
C -3.6790 5.0310 3.4399 0.145
O -3.6111 5.4968 4.6143 -0.626
C -4.7384 3.8799 3.0244 0.500
C -5.6067 4.1198 1.7532 -0.373
C -6.6156 3.0448 1.2597 -0.432
C -6.7733 1.6943 2.0314 -0.487
C -5.9130 1.5142 3.3206 -0.430
C -4.9042 2.5654 3.8336 -0.294
S -0.0063 4.6046 -0.0007 0.653
O 0.3753 6.0832 0.1453 -0.684
O 1.2921 3.8331 -0.0536 -0.626
C -1.0368 4.5054 -1.5656 0.402
F -0.5117 5.5142 -2.4550 -0.277
F -2.3795 4.9233 -1.2883 -0.236
C -0.9486 3.1273 -2.3824 0.506
F -1.5374 3.3901 -3.6712 -0.296
F 0.4116 2.7810 -2.6809 -0.264
C -1.5752 1.8459 -1.6580 0.473
F -0.8854 1.5159 -0.4642 -0.157
F -1.3819 0.7333 -2.5470 -0.241
C -3.1474 1.9153 -1.3613 0.479
F -3.5952 0.5539 -1.2663 -0.276
F -3.4960 2.5153 -0.1434 0.026
F -3.9205 2.5026 -2.3784 -0.258
H -1.2365 -3.6135 4.1755 0.299
H 0.0500 -2.6341 5.2015 0.127
H 0.2463 -2.9151 3.3609 0.201
H -0.9161 -0.9548 2.8959 0.075
H -2.4788 -1.6138 3.6448 0.348
H -0.3165 -0.2894 5.6075 0.167
H -2.1525 -0.3939 5.6842 0.255
H -2.4621 1.2523 3.7245 -0.061
H -0.6908 1.1443 3.2725 0.188
H -1.8256 3.3034 5.0143 0.114
H -0.8923 2.1773 6.1299 0.515
H 0.9480 3.4310 5.3959 0.309
H 1.0205 2.2439 4.0019 0.285
H 0.0242 5.2898 4.1052 0.352
H 1.2647 4.4903 3.0178 0.406
H -1.7106 2.5954 1.8345 -0.035
H -2.2378 6.5094 2.4757 0.485
H -3.3215 5.4878 1.2779 0.107
H -5.5266 5.0761 1.1228 0.332
H -7.2597 3.2069 0.3272 0.313
H -7.4911 0.9035 1.6456 0.324
H -6.0456 0.5329 3.8871 0.278
H -4.2881 2.3579 4.7672 0.471
C 6.2129 -3.2072 4.0710 -1.100
C 5.6639 -3.7229 5.3866 -0.197
O 4.8812 -2.7123 6.0410 -0.330
C 3.6098 -2.5792 5.6074 0.379
O 3.1219 -3.2386 4.7273 -0.497
C 2.8804 -1.5108 6.4163 0.856
F 3.6203 -0.3962 6.5893 -0.266
F 2.5597 -1.9485 7.6541 -0.286
F 1.7306 -1.1169 5.8411 -0.225
H 6.7702 -2.2798 4.2249 0.305
H 6.8734 -3.9463 3.6127 0.363
H 5.4068 -2.9817 3.3691 0.314
H 6.4900 -3.9639 6.0597 0.307
H 5.0818 -4.6385 5.2508 0.314
C -1.5853 -1.9357 -4.2889 -1.009
C -1.8000 -3.3808 -4.6926 -0.336
O -0.5557 -3.9934 -5.0715 -0.310
C 0.2179 -4.4338 -4.0580 0.379
O -0.0694 -4.3375 -2.8938 -0.507
C 1.4772 -5.1013 -4.6022 0.845
F 2.0572 -4.3870 -5.5913 -0.237
F 1.2167 -6.3226 -5.1179 -0.265
F 2.4213 -5.2804 -3.6614 -0.252
H -1.0732 -1.3872 -5.0837 0.296
H -2.5392 -1.4477 -4.0792 0.395
H -0.9578 -1.8642 -3.3977 0.329
H -2.4500 -3.4239 -5.5696 0.326
H -2.2902 -3.9535 -3.9006 0.326
C 3.7020 -2.8170 -7.2782 -0.962
C 3.7273 -1.9559 -8.5253 -0.259
O 4.7550 -2.3983 -9.4283 -0.302
C 4.4402 -3.4509 -10.2098 0.376
O 3.3808 -4.0218 -10.1850 -0.504
C 5.5970 -3.7813 -11.1483 0.865
F 6.7907 -3.7821 -10.5187 -0.245
F 5.6975 -2.8860 -12.1550 -0.252
F 5.4707 -4.9909 -11.7237 -0.242
H 4.6890 -2.8425 -6.8092 0.290
H 2.9778 -2.4321 -6.5589 0.335
H 3.4367 -3.8487 -7.5172 0.306
H 3.9703 -0.9258 -8.2549 0.307
H 2.7541 -1.9367 -9.0232 0.322
```